1.
C14H34AlN4O10P as an isolated structure, computed with ωB97M-V/def2-TZVPD.

Lowest unoccupied orbital energy (eV): 4.04
Gap between HOMO and LUMO (eV): 4.59
Calculated total energy (eV): -57386.09857
Spin multiplicity: 1
HOMO energy (eV): -0.546
Charge: -2

CARTESIAN COORDINATES (ANGSTROEM)
Al: -17.25 -2.31 8.85
O: -19.12 -2.53 10.91
H: -19.12 -1.63 11.26
P: -17.76 -5.29 8.37
O: -18.28 -6.70 8.46
O: -18.97 -4.27 8.50
O: -16.91 -4.77 7.23
O: -17.08 -4.85 9.73
C: -13.88 1.42 7.91
C: -13.94 -0.06 7.54
O: -15.12 -0.61 7.91
H: -14.09 1.51 8.98
H: -14.61 2.05 7.38
H: -12.88 1.84 7.71
H: -13.08 -0.57 8.05
H: -13.76 -0.21 6.44
C: -17.87 1.33 10.41
O: -17.78 0.45 9.61
N: -19.06 1.69 10.97
C: -19.16 2.85 11.83
C: -20.28 0.97 10.67
H: -17.06 1.98 10.79
H: -18.31 3.49 11.62
H: -19.16 2.52 12.87
H: -20.07 3.42 11.63
H: -21.00 1.50 10.05
H: -20.00 -0.01 10.28
H: -20.81 0.74 11.61
C: -13.99 -4.45 9.34
O: -14.61 -3.43 9.45
N: -12.64 -4.56 9.15
C: -11.98 -5.82 9.14
C: -11.82 -3.38 9.03
H: -14.53 -5.41 9.25
H: -11.36 -5.93 10.04
H: -11.37 -5.96 8.24
H: -12.59 -6.72 9.16
H: -11.15 -3.36 9.90
H: -11.25 -3.35 8.09
H: -12.45 -2.50 8.99
C: -15.87 -0.54 12.12
O: -16.12 -1.51 11.47
N: -16.63 -0.09 13.16
C: -16.30 1.07 13.94
C: -17.95 -0.61 13.44
H: -14.95 0.06 11.97
H: -16.98 1.92 13.81
H: -15.28 1.41 13.78
H: -16.36 0.83 15.01
H: -17.96 -0.90 14.50
H: -18.78 0.07 13.22
H: -18.18 -1.51 12.86
C: -16.79 -1.24 5.30
O: -17.64 -1.56 6.09
N: -17.00 -0.85 4.01
C: -15.91 -0.75 3.09
C: -18.33 -0.63 3.50
H: -15.72 -1.37 5.53
H: -15.95 -1.56 2.36
H: -14.93 -0.58 3.54
H: -16.04 0.15 2.46
H: -19.08 -0.71 4.28
H: -18.44 0.40 3.11
H: -18.50 -1.29 2.65

Results of the natural (NBO) charge analysis, in e, for atoms 1 through 6: atom 1 (Al): 1.34, atom 2 (O): -1.10, atom 3 (H): 0.37, atom 4 (P): 2.43, atom 5 (O): -1.19, atom 6 (O): -0.90

***

2.
C2H5N2S as an isolated structure, computed with ωB97M-V/def2-TZVPD.

Lowest unoccupied orbital energy (eV): -5.27
Energy above the lowest of the compared OMol25 structures with the same formula, charge and spin (kcal per mole): 65.5
Gap between HOMO and LUMO (eV): 9.45
Calculated total energy (eV): -15960.09621
Spin multiplicity: 1
HOMO energy (eV): -14.725
Charge: +1

CARTESIAN COORDINATES (ANGSTROEM)
C: 0.70 -1.57 -0.34
C: 0.37 0.66 -0.88
N: 1.79 -1.10 0.17
N: -0.06 -0.58 -0.82
S: 1.95 0.59 -0.13
H: 0.63 -2.74 -0.42
H: 1.21 2.80 0.25
H: 0.46 3.00 0.29
H: 2.48 -1.71 0.71
H: -0.96 -0.74 -1.25

Results of the natural (NBO) charge analysis, in e, for atoms 1 through 6: atom 1 (C): 0.31, atom 2 (C): -0.03, atom 3 (N): -0.63, atom 4 (N): -0.57, atom 5 (S): 0.66, atom 6 (H): 0.29

***

3.
An isolated molecule of C18H30N2O, computed with ωB97M-V/def2-TZVPD.

Lowest unoccupied orbital energy (eV): 0.76
Energy above the lowest of the compared OMol25 structures with the same formula, charge and spin (kcal per mole): 6.5
Gap between HOMO and LUMO (eV): 8.80
Calculated total energy (eV): -24180.16490
Structure (SMILES): CCCN(CCO)C1CCN(CCc2ccccc2)CC1
Spin multiplicity: 1
HOMO energy (eV): -8.049
Charge: 0

CARTESIAN COORDINATES (ANGSTROEM)
C: 5.09 -2.77 1.04
C: 3.87 -2.09 0.42
C: 2.57 -2.80 0.82
N: 1.36 -2.37 0.15
C: 1.17 -2.89 -1.18
C: 0.45 -4.25 -1.14
O: 0.17 -4.74 -2.43
C: 0.89 -1.03 0.45
C: -0.64 -1.01 0.52
C: -1.12 0.38 0.96
N: -0.67 1.43 0.08
C: -1.39 1.56 -1.17
C: -1.75 3.04 -1.42
C: -2.71 3.52 -0.38
C: -2.25 3.93 0.86
C: -3.13 4.32 1.85
C: -4.50 4.30 1.61
C: -4.97 3.89 0.37
C: -4.08 3.50 -0.61
C: 0.77 1.43 -0.04
C: 1.34 0.08 -0.52
H: 5.00 -2.79 2.12
H: 5.16 -3.80 0.69
H: 6.00 -2.25 0.77
H: 3.84 -1.05 0.76
H: 3.97 -2.08 -0.67
H: 2.42 -2.69 1.89
H: 2.69 -3.87 0.62
H: 0.54 -2.21 -1.76
H: 2.12 -3.00 -1.72
H: 1.05 -4.98 -0.58
H: -0.51 -4.14 -0.64
H: 0.99 -4.82 -2.92
H: 1.28 -0.79 1.44
H: -1.07 -1.26 -0.45
H: -0.98 -1.77 1.24
H: -2.21 0.41 1.02
H: -0.72 0.59 1.96
H: -0.80 1.19 -2.03
H: -2.31 0.99 -1.12
H: -0.83 3.64 -1.39
H: -2.19 3.13 -2.42
H: -1.18 3.94 1.05
H: -2.76 4.64 2.81
H: -5.19 4.61 2.38
H: -6.03 3.87 0.18
H: -4.45 3.18 -1.57
H: 1.07 2.22 -0.74
H: 1.19 1.67 0.94
H: 0.98 -0.13 -1.52
H: 2.43 0.14 -0.56

Results of the natural (NBO) charge analysis, in e, for atoms 1 through 6: atom 1 (C): -0.60, atom 2 (C): -0.42, atom 3 (C): -0.19, atom 4 (N): -0.47, atom 5 (C): -0.24, atom 6 (C): -0.06